1.
Below is an isolated molecule of C5H10O2, with properties calculated with the ωB97M-V functional and the def2-TZVPD basis.

```
17
Properties=species:S:1:pos:R:3:nbo_charge:R:1
C -0.410 0.383 -2.290 -0.250
O 0.184 -0.222 -1.167 -0.526
C 0.195 0.615 -0.048 0.059
C -1.134 0.797 0.705 -0.094
O -0.586 0.223 1.895 -0.530
C 0.672 -0.071 1.250 0.095
C 0.954 -1.561 1.203 -0.644
H -1.472 0.615 -2.117 0.166
H 0.108 1.314 -2.569 0.166
H -0.336 -0.327 -3.116 0.197
H 0.714 1.558 -0.279 0.169
H -1.956 0.194 0.298 0.176
H -1.476 1.827 0.863 0.175
H 1.486 0.466 1.753 0.173
H 2.028 -1.769 1.167 0.212
H 0.547 -2.013 2.112 0.227
H 0.481 -2.029 0.337 0.227
```

## Properties
SMILES   CO[C@H]1CO[C@H]1C
Energy above the lowest of the compared OMol25 structures with the same formula, charge and spin   58.4 kcal/mol
E_LUMO   1.022 eV
HOMO   -0.3546 hartree
Frontier orbital gap   0.39220 Ha

=====

2.
Below is an isolated molecule of C3H4N2O3 at a distorted geometry, with properties calculated with the ωB97M-V functional and the def2-TZVPD basis.

```
12
Properties=species:S:1:pos:R:3:nbo_charge:R:1
O 1.753 1.688 -0.312 -0.562
C 0.593 1.258 0.320 0.346
C 0.335 -0.401 0.189 0.011
C -1.059 -0.566 0.087 0.019
N -1.889 0.410 0.054 -0.121
O -3.240 -0.227 -0.181 -0.577
N 1.215 -1.287 -0.097 -0.003
O 2.519 -1.013 -0.032 -0.480
H -0.208 1.881 0.802 0.209
H -1.362 -1.512 0.296 0.205
H -3.798 0.450 -0.301 0.463
H 2.612 -0.003 0.123 0.490
```

## Properties
SMILES   O=CC(/C=N/O)=N\O
Energy above the lowest of the compared OMol25 structures with the same formula, charge and spin   162.4 kcal/mol
E_LUMO   -1.149 eV
HOMO   -0.3667 hartree
Frontier orbital gap   0.32448 Ha

=====

3.
Below is an isolated molecule of C2H4ClNO at a distorted geometry, with properties calculated with the ωB97M-V functional and the def2-TZVPD basis.

```
9
Properties=species:S:1:pos:R:3:nbo_charge:R:1
O 2.315 -0.675 0.287 -0.576
N 1.005 -0.594 -0.476 -0.046
C 0.137 0.072 0.434 -0.029
C -1.081 0.445 -0.175 -0.350
Cl -2.673 -0.765 0.112 -0.181
H 2.816 -1.020 -0.436 0.471
H 0.213 0.478 1.473 0.226
H -1.124 0.564 -1.233 0.234
H -1.608 1.496 0.014 0.250
```

## Properties
SMILES   O/N=C/CCl
Energy above the lowest of the compared OMol25 structures with the same formula, charge and spin   91.5 kcal/mol
E_LUMO   -0.792 eV
HOMO   -0.3746 hartree
Frontier orbital gap   0.34552 Ha

=====

4.
Below is a structure of composition C12H24AlBrCaCl4FI2MgN2O12PS at a distorted geometry, with properties calculated with the ωB97M-V functional and the def2-TZVPD basis.

```
63
Properties=species:S:1:pos:R:3:nbo_charge:R:1
C -3.089 3.884 1.990 -0.692
C -2.193 2.537 2.267 -0.197
I -2.213 1.824 4.383 -0.145
C -1.373 1.819 1.209 0.144
I -1.302 2.558 -0.897 0.237
O -0.544 0.628 1.468 -0.604
C -1.355 -0.571 1.731 0.890
O -2.643 -0.677 1.371 -0.528
N -0.666 -1.697 2.504 -0.818
P -0.272 -3.089 1.464 1.364
N 1.318 -2.962 1.030 -1.340
C -1.438 -2.079 3.745 0.355
C -0.436 -1.970 5.067 -0.672
F -2.138 -3.382 3.681 -0.365
H -3.186 4.201 0.870 0.294
H -2.666 4.778 2.647 0.212
H -4.177 3.676 2.415 0.270
H -0.397 -4.380 2.095 0.049
H -1.012 -3.032 0.221 0.004
H 1.805 -3.848 1.362 0.378
H -2.278 -1.254 3.930 0.186
H -0.596 -2.844 5.832 0.262
H -0.503 -0.915 5.597 0.220
H 0.689 -2.069 4.680 0.244
C 4.736 -1.697 2.314 -0.239
Cl 6.030 -0.679 1.634 0.036
Cl 4.795 -3.312 1.564 0.062
Cl 4.964 -1.851 4.075 0.099
Cl 3.154 -0.946 1.984 0.123
Al 5.448 -1.289 -0.907 0.838
Br 1.240 1.373 2.637 -0.626
C 2.966 -1.025 -8.127 -0.642
C 2.029 0.119 -7.780 -0.078
O 1.350 -0.129 -6.543 -0.475
C 2.088 0.056 -5.420 0.981
O 3.253 0.414 -5.374 -0.630
O 1.310 -0.256 -4.352 -0.487
C 2.000 -0.206 -3.105 -0.273
H 2.426 -1.978 -8.127 0.220
H 3.417 -0.871 -9.111 0.238
H 3.772 -1.118 -7.392 0.216
H 1.258 0.201 -8.554 0.212
H 2.555 1.080 -7.747 0.199
H 2.491 0.762 -2.960 0.160
H 2.729 -1.021 -3.053 0.229
H 1.268 -0.344 -2.305 0.137
O 6.307 0.886 5.660 -0.707
H 6.017 0.062 5.314 0.383
C -5.177 2.299 -0.187 -0.258
O -6.255 2.884 0.315 -0.476
H -4.430 2.949 -0.674 0.116
H -4.534 1.739 0.513 0.193
H -5.332 1.542 -0.973 0.171
Ca -2.445 3.570 6.123 1.729
O -8.037 1.645 -2.999 -0.703
S -9.073 2.225 -2.126 2.461
O -8.734 3.629 -1.827 -0.649
O -9.142 1.459 -0.869 -0.669
O -10.379 2.169 -2.808 -0.663
Mg 1.721 1.125 -0.878 1.025
O 8.472 -1.848 3.754 -0.930
H 7.559 -2.020 4.032 0.457
H 8.845 -2.732 3.618 0.472
```

## Properties
E_LUMO   -8.892 eV
HOMO   -0.3986 hartree
Charge   +2
Frontier orbital gap   0.07177 Ha

=====

5.
Below is a cluster of 13 separate species, C25H46Cl24F3N2O5PS in total at a distorted geometry, with properties calculated with the ωB97M-V functional and the def2-TZVPD basis.

```
107
Properties=species:S:1:pos:R:3:lowdin_charge:R:1
N 0.406 -3.820 1.910 -0.302
P -0.607 -2.670 2.247 0.728
C 0.203 -1.036 2.533 -0.378
N -0.012 -0.542 3.921 0.082
C -0.567 0.746 3.922 -0.417
O -1.088 1.266 4.884 0.115
C -0.338 1.351 2.496 -0.281
C -1.491 2.349 2.290 -0.118
C -1.135 3.818 2.383 -0.286
O -0.511 4.140 3.614 -0.041
C 1.082 1.918 2.622 -0.116
C 1.620 2.723 1.423 -0.188
C 3.124 2.533 1.231 -0.213
S 4.089 3.219 2.553 0.569
O 3.559 4.489 2.937 -0.276
O 5.453 3.259 2.152 -0.265
O 4.015 2.226 3.787 -0.128
C -0.593 0.041 1.715 -0.246
C -0.617 0.025 0.181 -0.139
C 0.760 -0.026 -0.523 -0.137
C 0.677 0.609 -1.881 -0.212
F 1.167 -0.099 -2.942 0.017
C 0.125 1.806 -2.178 -0.285
F -0.898 1.926 -3.029 0.131
F 0.516 2.984 -1.716 0.135
H 0.362 -4.581 2.575 -0.044
H -1.504 -2.495 1.185 -0.031
H -1.368 -2.958 3.395 -0.015
H 1.286 -1.195 2.377 -0.008
H -0.621 -1.215 4.371 0.102
H -2.303 2.159 2.980 0.096
H -1.910 2.196 1.299 0.090
H -0.554 4.153 1.527 0.098
H -2.073 4.385 2.319 0.038
H -1.034 4.800 4.070 0.084
H 1.121 2.508 3.534 0.121
H 1.763 1.077 2.789 0.101
H 1.495 3.772 1.669 0.102
H 1.083 2.475 0.521 0.091
H 3.469 3.048 0.343 0.114
H 3.361 1.476 1.160 0.066
H 3.097 1.997 3.993 0.074
H -1.641 -0.174 1.955 0.110
H -1.240 0.825 -0.202 0.113
H -1.150 -0.895 -0.084 0.047
H 0.992 -1.068 -0.701 0.091
H 1.559 0.371 0.081 0.065
C -4.968 -3.127 1.909 -0.970
Cl -3.737 -2.077 2.634 0.531
Cl -4.397 -3.773 0.373 0.499
H -5.161 -3.950 2.588 0.032
H -5.872 -2.554 1.743 0.029
C -5.383 3.489 2.809 -0.961
Cl -4.097 4.391 3.625 0.595
Cl -4.859 2.949 1.209 0.512
H -5.648 2.627 3.410 0.030
H -6.237 4.144 2.689 0.027
C -4.626 -7.732 -0.410 -1.038
Cl -6.346 -7.540 -0.055 0.488
Cl -3.616 -6.808 0.707 0.466
H -4.367 -8.780 -0.329 0.010
H -4.439 -7.377 -1.417 -0.013
C -0.321 -8.411 -0.348 -1.012
Cl -0.778 -8.535 1.352 0.487
Cl -1.515 -9.168 -1.416 0.513
H -0.239 -7.362 -0.607 0.026
H 0.630 -8.911 -0.489 0.023
C -7.986 -6.418 -3.743 -1.011
Cl -6.320 -6.204 -3.186 0.511
Cl -8.980 -7.298 -2.578 0.501
H -8.422 -5.439 -3.899 0.024
H -7.968 -6.975 -4.671 0.024
C 3.639 -0.214 -4.940 -1.032
Cl 3.263 -0.275 -6.665 0.515
Cl 5.226 -0.914 -4.591 0.521
H 3.638 0.820 -4.619 0.027
H 2.888 -0.775 -4.400 -0.002
C 5.470 7.042 3.537 -1.013
Cl 7.113 7.594 3.894 0.503
Cl 4.880 7.692 2.000 0.481
H 5.467 5.961 3.477 -0.004
H 4.812 7.379 4.328 0.029
C 1.692 6.472 -1.393 -1.017
Cl -0.018 6.716 -0.993 0.511
Cl 2.768 7.121 -0.156 0.503
H 1.877 5.411 -1.484 0.003
H 1.896 6.971 -2.333 0.026
C -3.093 5.139 -2.560 -1.032
Cl -4.315 4.334 -3.551 0.515
Cl -3.200 4.649 -0.863 0.477
H -2.113 4.876 -2.935 0.008
H -3.243 6.210 -2.620 0.025
C 4.509 -2.471 0.883 -0.973
Cl 4.043 -4.157 1.045 0.530
Cl 3.239 -1.374 1.481 0.622
H 5.410 -2.296 1.458 0.029
H 4.680 -2.253 -0.165 0.026
C 7.498 -2.550 -7.441 -1.033
Cl 9.110 -1.833 -7.324 0.499
Cl 6.748 -2.229 -9.009 0.496
H 7.585 -3.622 -7.312 0.025
H 6.874 -2.123 -6.667 -0.028
C -1.042 -1.960 -4.117 -1.004
Cl -2.254 -3.024 -4.834 0.528
Cl -0.938 -2.169 -2.363 0.616
H -0.076 -2.189 -4.549 0.025
H -1.313 -0.931 -4.326 0.025
```

## Properties
E_LUMO   -0.615 eV
HOMO   -0.3245 hartree
Frontier orbital gap   0.30185 Ha

=====

6.
Below is a structure of composition C3H4LiO3Zn at a distorted geometry, with properties calculated with the ωB97M-V functional and the def2-TZVPD basis.

```
12
Properties=species:S:1:pos:R:3:nbo_charge:R:1
C -0.802 1.389 -2.398 -0.672
C 0.219 1.906 -1.602 0.021
H -1.225 2.516 -1.927 0.389
H -0.328 1.684 -3.372 0.296
H 1.203 1.977 -2.088 0.244
O 1.063 -1.336 -1.486 -1.028
C 0.819 -1.592 -0.268 0.933
O 0.305 -0.827 0.553 -0.638
O 1.009 -2.808 0.138 -0.386
Zn 1.382 -2.008 -3.061 1.536
Li 0.109 1.051 0.419 0.945
H -1.177 0.376 -2.581 0.359
```

## Properties
2S+1   2
Energy above the lowest of the compared OMol25 structures with the same formula, charge and spin   188.1 kcal/mol
E_LUMO (spin up / spin down)   -12.197 / -13.039 eV
HOMO (spin up / spin down)   -0.6040 / -0.6225 hartree
Charge   +2
<S²>   1.051
Frontier orbital gap (spin up / spin down)   0.15574 / 0.14329 Ha

=====

| no. | DFT total energy (Eh) |
| --- | --- |
| 1 | -346.93234 |
| 2 | -451.72100 |
| 3 | -668.65828 |
| 4 | -8452.16145 |
| 5 | -13549.43365 |
| 6 | -2128.29783 |